The following is a DFT calculation (wB97M-V/def2-TZVPD) of a molecular structure, C20H15Co2N2O6.

Summary:
- E_HOMO: -1.40 eV
- Charge: -1
- Kohn-Sham gap: 0.1453 Ha

Geometry as XYZ:
```
45
Properties=species:S:1:pos:R:3:forces:R:3:mulliken_charge:R:1
C -2.138512 -0.886682 -3.485857 -0.6 -0.3 -0.5 -1.087
C -1.128300 0.133828 -3.244002 2.1 -1.3 0.7 0.230
N -0.190888 0.183181 -2.195272 -2.0 3.3 -3.6 0.610
C 0.491375 1.438823 -2.408351 -0.5 -0.8 0.3 -0.697
C -0.161784 2.154440 -3.344798 -0.6 -0.9 0.0 0.109
C -0.082830 3.554258 -3.772596 0.4 0.7 -0.4 -1.521
N -1.117874 1.289984 -3.869635 -0.1 1.6 -0.7 0.043
H -2.792019 -1.040269 -2.619113 0.2 0.0 0.1 0.229
H -2.782073 -0.537916 -4.305253 0.1 -0.1 0.0 0.402
H -1.681242 -1.837833 -3.791155 -0.3 0.1 0.3 0.221
H 1.298808 1.744746 -1.778053 -0.1 0.1 0.2 0.539
H 0.561586 4.108835 -3.079156 -0.2 -0.1 -0.2 0.324
H 0.337921 3.637884 -4.784457 0.0 0.2 0.1 0.318
H -1.075391 4.033112 -3.780468 0.3 -0.2 0.1 0.361
H -1.730818 1.509895 -4.645980 0.3 -0.1 0.2 0.278
O -1.092450 -1.462301 -1.063816 1.2 -0.8 0.2 -0.497
C -0.696656 -0.168139 -0.953187 -1.4 2.3 0.7 0.740
Co -0.514223 0.856848 0.654200 -0.4 -0.4 -1.6 0.089
C -1.548051 2.224482 0.631134 0.5 0.9 1.3 0.095
O -2.293611 3.107622 0.581943 0.0 -0.3 -0.5 -0.508
C -1.803175 -0.236404 1.232992 -1.2 -1.1 1.0 0.225
O -2.676153 -0.961963 1.467501 1.0 1.0 -0.3 -0.461
C 0.840459 -1.010183 1.436638 -0.2 -2.6 -0.7 -0.896
C 0.574727 -1.346015 2.820726 -0.2 -0.3 0.6 0.648
C 0.437837 -0.299531 3.760379 0.1 -0.1 0.1 -0.079
C 0.047805 -0.557021 5.072318 0.2 0.0 -0.4 -0.837
C -0.180005 -1.868573 5.487599 0.0 -0.2 -0.1 -0.347
C 0.032656 -2.924014 4.596546 0.1 0.1 0.0 -0.629
C 0.435324 -2.674486 3.285262 -0.2 0.5 -0.2 -0.390
C 0.908219 -1.317336 0.130810 -0.7 -2.5 3.6 1.218
C 0.237990 -2.069176 -0.931567 -0.3 -2.2 0.7 -0.797
Co 1.883050 0.111125 0.499287 2.8 2.5 -1.8 0.289
C 3.357699 0.217703 1.380974 1.2 0.7 1.7 -0.174
O 4.380290 0.188871 1.936704 -1.1 -0.2 -0.8 -0.474
C 1.121715 1.866521 0.711996 -0.3 1.5 0.4 -0.134
O 1.508124 2.979058 0.821044 -0.1 -1.1 -0.2 -0.629
C 2.643620 -0.081643 -1.075244 0.7 0.2 -1.1 0.043
O 3.172228 -0.357248 -2.066803 -0.4 0.1 0.7 -0.444
H 0.641413 0.729481 3.441544 -0.2 -0.5 0.0 0.338
H -0.068599 0.281360 5.758003 0.0 -0.2 -0.1 0.353
H -0.497672 -2.068259 6.508430 0.0 0.0 -0.1 0.358
H -0.107893 -3.955902 4.918477 0.0 0.2 0.0 0.354
H 0.627624 -3.490618 2.586028 -0.2 0.2 0.2 0.406
H 0.760873 -2.099134 -1.895754 -0.1 0.4 0.1 0.262
H 0.058876 -3.101411 -0.630018 0.1 -0.2 0.1 0.519
```
Positions in Å, forces in eV/Å.

=====

The following is a DFT calculation (wB97M-V/def2-TZVPD) of C20H15FN2O6S in the gas phase.

Summary:
- E_HOMO: -8.40 eV
- Charge: 0
- Energy above the lowest of the compared OMol25 structures with the same formula, charge and spin: 0.0 kcal per mole
- Kohn-Sham gap: 0.2905 Ha
- SMILES: O=C(CCN1C(=O)S/C(=C/c2ccc(F)cc2)C1=O)Nc1ccc(O)c(C(=O)O)c1

Geometry as XYZ:
```
45
Properties=species:S:1:pos:R:3:forces:R:3:mulliken_charge:R:1
O -1.654827 -1.513756 1.627084 0.0 0.2 0.2 -0.618
C -1.390730 -2.357954 0.796904 -0.2 -0.7 -0.2 0.508
N -0.146458 -2.625023 0.327155 0.1 -0.4 -0.2 0.019
C 1.041600 -1.930953 0.583146 0.4 0.2 0.0 0.447
C 2.158338 -2.253624 -0.165092 -0.1 0.1 0.2 -0.411
C 3.380880 -1.600224 0.018307 -0.2 0.2 0.3 0.042
C 3.477833 -0.585957 0.986350 -0.3 -0.3 -0.2 0.198
C 2.342515 -0.276075 1.739980 0.3 0.0 -0.1 -0.866
C 1.146932 -0.929789 1.552751 0.0 0.0 0.0 -0.381
H 0.287045 -0.668385 2.146074 0.0 0.0 0.0 0.515
H 2.431821 0.502283 2.480687 0.0 0.1 0.1 0.422
O 4.592928 0.117442 1.242872 0.3 0.2 0.1 -0.649
H 5.315495 -0.178723 0.667190 -0.1 0.0 0.1 0.389
C 4.483084 -2.053872 -0.844277 0.1 -0.5 -0.5 0.648
O 4.400078 -2.946308 -1.650050 0.0 0.1 0.1 -0.595
O 5.654262 -1.385538 -0.676895 0.1 0.3 0.2 -0.562
H 6.318349 -1.749303 -1.283078 -0.2 -0.1 0.0 0.378
H 2.118616 -3.023340 -0.922147 0.0 -0.1 -0.1 0.436
H -0.066596 -3.312260 -0.409686 -0.2 0.1 0.2 0.228
C -2.485687 -3.182584 0.128742 -0.1 0.3 0.0 -0.859
C -2.984716 -2.413715 -1.105964 0.0 -0.2 -0.1 -0.865
N -3.290061 -1.043243 -0.746525 0.2 -0.4 -0.3 0.110
C -4.511334 -0.717300 -0.219741 0.0 0.8 0.1 0.683
O -5.454910 -1.445588 -0.121504 -0.2 -0.3 0.0 -0.556
S -4.477019 0.992282 0.257535 -0.2 0.0 0.1 -0.299
C -2.767767 1.162346 -0.162146 -0.1 0.8 0.3 0.678
C -2.158484 2.346542 0.067577 -0.6 -0.7 -0.1 -0.856
C -0.796012 2.799674 -0.085845 0.5 0.2 -0.1 0.510
C -0.578326 4.185715 -0.031725 0.0 -0.3 0.0 -0.701
C 0.688103 4.717119 -0.143777 0.3 0.0 0.0 -0.756
C 1.760807 3.851801 -0.287567 -0.2 -0.1 0.0 0.422
C 1.587266 2.479223 -0.321714 0.2 0.3 0.0 -0.781
C 0.312680 1.958284 -0.227292 -0.1 0.1 0.1 0.011
H 0.179475 0.891889 -0.257250 0.0 0.0 0.0 0.506
H 2.444428 1.832830 -0.419692 0.1 -0.1 0.0 0.531
F 3.001379 4.361903 -0.392276 -0.1 0.0 0.0 -0.330
H 0.857461 5.781870 -0.113637 0.0 0.1 0.0 0.449
H -1.420570 4.850744 0.089847 -0.1 0.1 0.0 0.359
H -2.822322 3.115849 0.449125 0.0 0.0 0.0 0.297
C -2.284045 -0.091568 -0.750003 0.1 0.0 -0.3 0.324
O -1.198671 -0.323090 -1.234279 0.1 0.0 0.0 -0.607
H -2.211830 -2.373493 -1.878364 -0.2 0.0 0.1 0.395
H -3.892910 -2.873284 -1.500551 0.1 0.1 0.0 0.451
H -2.134063 -4.169835 -0.167983 0.0 -0.1 0.0 0.379
H -3.310428 -3.287780 0.835412 0.1 0.0 0.0 0.357
```
Positions in Å, forces in eV/Å.

=====

The following is a DFT calculation (wB97M-V/def2-TZVPD) of a molecular structure, C20H16AsF9GdNO11S2Sb.

Summary:
- E_HOMO (alpha / beta): -2.45 / -2.49 eV
- Charge: -2
- Energy above the lowest of the compared OMol25 structures with the same formula, charge and spin: 37.8 kcal per mole
- Spin multiplicity: 7
- Kohn-Sham gap (alpha / beta): 0.2473 / 0.1971 Ha

Geometry as XYZ:
```
62
Properties=species:S:1:pos:R:3:forces:R:3:mulliken_charge:R:1
Gd -0.554916 -0.638827 -0.135184 0.6 1.4 -0.6 1.248
O -1.117902 -0.054280 -4.931327 0.0 -0.1 -0.1 -0.677
C -0.402850 -0.209702 -3.978975 0.1 -0.3 0.8 -0.100
O -0.760375 -0.705347 -2.788424 -0.2 0.4 -0.8 0.239
C 1.093251 0.111721 -3.978896 0.0 -0.1 0.1 0.064
C 1.883641 -1.158658 -4.327617 0.1 0.0 0.1 -0.009
C 3.400008 -0.919207 -4.199179 0.0 0.0 0.1 -1.013
C 3.670728 -1.268293 -2.715443 0.1 0.0 0.0 -0.827
C 2.280305 -1.634607 -2.192236 0.1 0.3 -0.1 -0.278
O 1.618515 -2.141575 -3.328251 0.0 0.1 0.0 -0.523
C 1.598079 0.602659 -2.606087 -0.1 -0.4 -0.2 -0.172
C 0.729101 1.744828 -2.117130 -0.3 0.3 0.1 -0.795
O 0.782189 2.799310 -2.734398 0.0 -0.1 0.2 -0.780
O -0.003982 1.458521 -1.103433 -0.3 0.1 0.1 -0.204
H 1.262763 0.878408 -4.729932 0.0 0.1 0.0 0.731
H 1.575576 -1.561273 -5.289171 0.0 0.0 -0.1 0.731
H 3.668000 0.109445 -4.447794 0.0 0.0 0.0 0.392
H 3.939091 -1.585492 -4.872466 0.0 0.0 0.0 0.333
H 4.102168 -0.455396 -2.128263 0.0 -0.1 0.0 0.286
H 4.314060 -2.142985 -2.624283 0.0 0.0 0.0 0.550
H 2.254461 -2.375314 -1.409729 -0.1 -0.1 0.2 0.938
H 2.595360 1.029276 -2.691915 0.1 0.0 -0.1 0.796
F -3.151903 4.868127 1.896617 0.1 0.1 0.1 -0.223
C -4.136024 4.039802 1.505042 0.2 -0.3 -0.1 0.525
F -5.221682 4.373213 2.230056 -0.3 0.2 0.2 -0.322
F -4.421896 4.348769 0.233856 -0.1 0.1 -0.2 -0.224
C -3.781336 2.592814 1.693524 -0.1 0.1 -0.1 -0.034
C -4.653219 1.778909 2.392902 0.0 0.1 0.0 -0.137
C -4.347825 0.446549 2.576970 0.0 -0.1 0.1 -1.284
C -3.154961 -0.013960 2.060507 0.2 0.0 0.0 -0.203
N -2.298068 0.756725 1.390247 0.0 0.1 -0.4 0.116
C -2.600285 2.042699 1.159244 0.2 0.0 0.1 0.578
S -1.489231 3.027355 0.224790 -0.3 0.0 -0.1 -0.184
H -5.570541 2.194543 2.781280 0.0 0.0 0.0 0.473
H -5.010377 -0.223897 3.107535 0.0 0.0 0.0 0.392
H -2.852492 -1.042537 2.186648 0.0 -0.1 0.0 0.593
O 1.266072 2.514283 1.859061 -0.1 0.0 0.2 -0.691
As 1.490443 0.818601 1.230447 1.4 0.8 0.6 1.511
O 3.030899 0.839489 0.597659 -0.3 0.0 0.1 -0.931
O 1.626964 -0.483741 -1.677187 -0.4 -0.1 -0.1 -0.023
C 1.791848 0.057004 3.060263 0.1 -0.3 0.1 -0.651
C 2.286932 0.813259 4.117968 0.0 -0.2 0.0 -0.712
C 2.543095 0.216012 5.349212 0.0 0.0 0.0 -0.474
C 2.323653 -1.147658 5.542061 0.1 0.1 0.0 -0.507
C 1.824214 -1.920799 4.505264 0.0 0.1 -0.1 -0.644
C 1.566758 -1.304325 3.287174 0.0 0.4 0.1 0.629
S 0.715101 -2.189557 2.022562 0.2 -0.2 0.2 1.136
O 0.651144 -3.573919 2.388683 -0.1 -0.1 0.2 -0.741
O 1.374800 -1.903491 0.731660 -0.1 -0.4 0.3 -0.534
O -0.601095 -1.479978 1.973354 0.1 -0.7 0.5 -0.385
H 0.604059 2.944600 1.301014 0.0 -0.1 0.1 0.266
H 2.465213 1.869566 3.959350 0.0 0.0 0.0 0.435
H 2.912373 0.820335 6.174536 0.0 -0.1 -0.1 0.346
H 2.535214 -1.604935 6.503035 0.0 0.0 0.0 0.356
H 1.625816 -2.979486 4.624569 0.0 0.1 0.0 0.488
F -0.676911 -2.609226 -1.306381 -0.4 0.0 -0.5 -0.671
Sb -2.356904 -1.795355 -2.215001 0.4 -0.1 0.9 1.618
F -2.525583 0.067216 -1.322697 0.3 -0.3 -0.3 -0.631
F -2.561944 -1.885662 -0.125345 0.0 0.2 -0.1 -0.480
F -3.799014 -1.086730 -3.121242 -0.9 0.6 -0.7 -0.550
F -3.459966 -3.242995 -1.870228 -0.8 -1.1 0.3 -0.544
F -1.890615 -2.824830 -3.698876 0.4 -0.4 -0.9 -0.616
```
Positions in Å, forces in eV/Å.

=====

The following is a DFT calculation (wB97M-V/def2-TZVPD) of a molecular structure, C20H16AuCl3N6O4S.

Summary:
- E_HOMO (alpha / beta): -7.44 / -7.44 eV
- Charge: 0
- Energy above the lowest of the compared OMol25 structures with the same formula, charge and spin: 14.4 kcal per mole
- Kohn-Sham gap (alpha / beta): 0.1796 / 0.1799 Ha

Geometry as XYZ:
```
51
Properties=species:S:1:pos:R:3:forces:R:3:mulliken_charge:R:1
Au -0.491830 0.271384 0.979759 1.1 0.8 -0.8 1.215
N -4.599584 1.566702 -1.100339 -0.1 -0.6 -0.1 -0.368
C -3.258600 1.698346 -0.988153 0.4 1.9 0.5 0.248
S -2.587760 3.191386 -0.553327 0.0 -0.5 -0.1 -0.383
N -2.549871 0.645912 -1.386758 -0.4 -1.1 -0.7 -1.103
N -1.320797 0.429738 -1.086861 -0.4 -0.1 1.5 0.316
C -0.508062 -0.112205 -1.944483 0.3 0.2 -0.4 0.672
C -0.851264 -0.315855 -3.365012 0.0 0.0 -0.1 0.156
C -0.612076 -1.567345 -3.936878 0.0 0.2 0.1 -0.154
C -0.902695 -1.794679 -5.270808 0.0 0.0 0.0 -0.722
C -1.418672 -0.768627 -6.049698 0.0 -0.1 0.0 -0.410
C -1.654797 0.476936 -5.486569 -0.1 0.0 0.0 -0.699
C -1.388917 0.703373 -4.145662 0.1 0.1 0.0 -0.227
C 0.784724 -0.550726 -1.447155 -0.1 -0.1 -0.1 -0.027
C 1.912599 -0.647647 -2.258657 0.0 -0.2 0.1 -0.547
C 3.112523 -1.040569 -1.701531 -0.1 0.1 0.1 -0.586
C 3.152578 -1.406968 -0.360874 -0.1 -0.2 -0.2 -0.587
C 1.998443 -1.314237 0.380021 0.1 -0.3 0.3 -0.261
N 0.850855 -0.859436 -0.136848 0.0 1.0 0.2 -0.148
H -5.168679 2.288795 -0.699691 0.1 0.1 0.0 0.241
H -4.983506 0.637898 -1.176044 0.0 0.0 0.0 0.237
H -0.203783 -2.359333 -3.321063 0.0 -0.1 0.0 0.503
H -0.724671 -2.773647 -5.695927 0.0 0.0 0.0 0.391
H -1.633424 -0.942675 -7.095681 0.0 0.0 0.0 0.394
H -2.050000 1.278383 -6.096255 0.0 0.0 0.0 0.400
H -1.562210 1.679531 -3.711251 -0.1 0.0 0.0 0.470
H 1.829505 -0.397553 -3.305212 0.0 0.1 0.0 0.538
H 4.011820 -1.058759 -2.301541 0.0 0.0 0.0 0.444
H 4.063087 -1.755359 0.102471 0.0 0.0 0.0 0.459
H 1.965382 -1.623802 1.414009 0.0 0.2 0.0 0.584
C 4.404153 1.056727 3.539291 0.0 0.1 -0.1 -0.896
N 3.046125 0.540498 3.596289 -0.2 0.1 -0.2 0.140
C 2.598787 -0.235616 4.621803 -0.2 -0.2 0.2 0.080
C 1.372547 -0.788313 4.639061 0.1 0.1 0.0 -1.220
C 0.501022 -0.560077 3.508649 -0.1 -0.3 0.1 1.108
O -0.579274 -1.119842 3.315631 0.3 0.1 0.2 -0.580
N 0.973491 0.308829 2.549779 -1.4 -0.5 -0.1 -0.326
C 2.223690 0.837413 2.500445 0.3 0.2 -0.2 0.184
O 2.655873 1.482483 1.561139 -0.1 0.0 0.0 -0.639
H 4.945699 0.755568 4.431984 -0.1 0.0 0.0 0.298
H 4.386107 2.142459 3.463860 0.0 0.0 0.0 0.302
H 4.908309 0.671161 2.653461 0.0 0.0 0.0 0.296
H 3.300951 -0.394331 5.429484 0.0 0.0 0.0 0.333
H 1.030593 -1.413668 5.447086 0.0 0.0 0.0 0.460
Cl -3.144926 -0.926010 1.388807 -0.3 -0.2 0.0 -0.099
C -3.411501 0.041671 2.855706 0.2 0.4 0.1 0.754
Cl -3.682696 -1.009351 4.225925 0.0 -0.1 0.0 -0.107
Cl -4.838858 1.070230 2.585949 0.0 0.0 0.0 -0.140
C -2.213615 1.057390 3.124029 -0.7 -0.9 0.8 0.195
O -1.994017 1.356664 4.265536 0.1 0.3 -0.5 -0.552
O -1.692778 1.547153 2.042105 1.1 -0.3 -0.8 -0.638
```
Positions in Å, forces in eV/Å.

=====

The following is a DFT calculation (wB97M-V/def2-TZVPD) of C20H16BrClFIO2 in the gas phase.

Summary:
- E_HOMO: -9.19 eV
- Charge: 0
- Kohn-Sham gap: 0.3035 Ha
- SMILES: C[C@H](Cl)Cc1cc(CCCF)c(I)c2c1C(=O)c1cccc(Br)c1C2=O

Geometry as XYZ:
```
42
Properties=species:S:1:pos:R:3:forces:R:3:mulliken_charge:R:1
C -0.645033 1.324657 2.634094 -0.2 -0.2 0.4 -1.201
C -0.664403 -0.100527 3.175204 0.3 0.5 0.4 0.619
Cl -0.573692 -0.029174 4.988579 -0.1 -0.1 -0.1 -0.220
C 0.501964 -0.960149 2.708076 -0.1 -0.2 -0.2 -1.672
C 0.757529 -0.826211 1.232139 0.2 -0.2 -0.3 0.071
C 1.892090 -0.154804 0.784963 -0.5 -0.1 0.0 -1.020
C 2.181646 0.038092 -0.562533 0.3 -0.1 -0.3 1.191
C 3.405921 0.848218 -0.918108 -0.8 0.6 0.2 -1.608
C 3.027161 2.253287 -1.439294 0.3 0.1 0.1 -0.327
C 4.002706 3.300714 -0.947052 -0.1 0.0 -0.3 -0.492
F 3.837558 4.455738 -1.708167 0.0 0.1 0.0 -0.327
C 1.329502 -0.512772 -1.530025 -0.3 -0.4 0.4 -0.960
I 1.782482 -0.366048 -3.577727 0.1 0.1 0.2 0.077
C 0.179737 -1.186997 -1.102264 0.2 0.3 0.0 1.784
C -0.109574 -1.328899 0.264651 0.3 0.2 -0.3 0.794
C -1.379482 -2.023738 0.613255 0.2 0.3 -0.4 -0.286
O -1.494349 -2.776153 1.539221 -0.2 -0.4 0.9 -0.532
C -2.514427 -1.696699 -0.281201 -0.5 0.1 -0.4 0.700
C -3.801058 -1.525272 0.207439 0.2 -0.1 -0.3 -0.917
C -4.807992 -1.179855 -0.678834 -0.2 0.0 0.0 -0.722
C -4.555845 -1.017330 -2.033580 0.4 0.0 0.0 -0.411
C -3.268932 -1.207800 -2.521983 0.1 -0.2 0.3 -0.095
Br -2.939229 -0.932104 -4.362556 -0.1 0.0 0.1 -0.140
C -2.243124 -1.549178 -1.642604 0.0 0.2 -0.1 0.565
C -0.820069 -1.780457 -2.050018 -0.3 0.3 0.6 -0.514
O -0.516663 -2.433951 -3.001006 0.2 -0.4 -0.8 -0.470
H -1.142813 1.969479 3.349231 -0.2 0.2 0.0 0.455
H 0.368578 1.696950 2.523159 0.1 0.0 -0.2 0.249
H -1.195614 1.379172 1.699311 0.2 0.0 -0.3 0.294
H -1.614957 -0.572725 2.969325 -0.1 -0.1 0.0 0.156
H 0.298918 -1.995864 2.952271 0.0 -0.1 0.1 0.438
H 1.398689 -0.667225 3.244750 0.1 0.2 0.1 0.550
H 2.551828 0.242257 1.543182 0.2 0.1 -0.1 0.322
H 4.017468 0.320994 -1.641360 0.2 0.0 0.0 0.558
H 3.948183 1.017028 0.009321 0.4 -0.3 0.0 0.426
H 2.025528 2.533364 -1.124478 -0.2 0.0 0.0 0.389
H 3.059365 2.308036 -2.519144 -0.1 -0.2 -0.3 0.353
H 5.027964 2.971073 -1.097770 0.2 0.0 0.1 0.306
H 3.828441 3.582658 0.088448 0.1 -0.1 0.2 0.306
H -3.997832 -1.658712 1.257942 0.0 0.0 0.2 0.505
H -5.812028 -1.027009 -0.314583 -0.1 0.0 0.0 0.389
H -5.326143 -0.732066 -2.730274 -0.2 0.0 0.0 0.417
```
Positions in Å, forces in eV/Å.

=====

no.,E_tot (eV)
1,-111495.095
2,-49803.524
3,-179358.160
4,-90223.061
5,-118478.080